{
  "formula": "H80O40",
  "method": "wB97M-V/def2-TZVPD",
  "species": ["H", "H", "O", "H", "H", "O", "H", "H", "O", "H", "H", "O", "H", "H", "O", "H", "O", "H", "O", "H", "H", "O", "H", "H", "O", "H", "H", "O", "H", "H", "O", "H", "O", "H", "H", "O", "H", "H", "O", "H", "H", "O", "H", "H", "O", "H", "H", "O", "H", "H", "O", "H", "O", "H", "H", "O", "H", "O", "H", "H", "O", "H", "H", "O", "H", "H", "O", "H", "H", "O", "H", "H", "O", "H", "H", "O", "H", "H", "O", "H", "H", "O", "H", "H", "O", "H", "H", "O", "H", "O", "H", "H", "O", "H", "H", "H", "H", "H", "H", "O", "H", "H", "O", "H", "H", "O", "H", "H", "O", "H", "H", "O", "H", "H", "O", "H", "H", "O", "H", "H"],
  "positions_angstrom": [[-4.93636, -1.40765, -1.17891], [-6.34727, -1.07644, -1.38848], [-5.60318, -1.23750, -1.95123], [4.67476, -3.28997, -4.07726], [5.02030, -3.12538, -2.50507], [4.38437, -3.12738, -3.15634], [-2.83951, 4.61125, 2.44405], [-1.49095, 4.39014, 2.72970], [-2.16445, 4.00345, 2.21101], [-0.11667, -3.74698, -5.82530], [0.15372, -3.20010, -4.44882], [-0.06068, -4.05703, -4.87528], [-3.04058, -4.50653, 2.56813], [-4.35685, -4.17286, 3.43554], [-3.96640, -4.10553, 2.53576], [1.52965, -0.41026, 4.88639], [1.06670, -0.60980, 5.77559], [-0.12488, -0.51140, -0.56154], [0.74131, -0.55405, -0.97718], [-0.13950, 2.99537, 4.83807], [0.31451, 4.34367, 4.40053], [-0.34711, 3.87435, 4.83177], [3.25265, 1.59076, 3.17633], [3.53499, 0.23355, 3.15410], [3.01818, 0.77771, 3.55182], [-2.07091, -1.91656, -2.97530], [-1.83530, -1.43581, -1.54580], [-1.45347, -1.33707, -2.44850], [-4.28132, 1.94353, 0.60789], [-3.14225, 2.52698, -0.15997], [-3.37107, 1.97637, 0.58901], [1.40358, 1.29059, 4.40421], [0.47975, 1.34368, 4.42087], [3.79992, 4.29850, 2.33955], [3.63788, 3.34623, 0.96018], [3.76619, 3.41452, 1.87673], [1.07450, -1.07509, 2.38139], [2.27325, -1.86167, 2.73468], [1.52587, -1.39760, 3.10611], [-0.07287, -3.69399, 4.88848], [0.19797, -2.25954, 4.45137], [-0.47061, -2.88921, 4.76007], [-2.14435, 0.85824, -0.88716], [-1.36566, 1.63010, -2.09834], [-1.48585, 1.41197, -1.16489], [7.01073, -0.32816, -0.74019], [5.79177, 0.53614, -0.25637], [6.15227, -0.43673, -0.37839], [-3.64962, -1.59816, 0.73025], [-4.43091, -2.85261, 1.23790], [-4.48645, -2.00514, 0.85348], [0.20680, -3.03149, 1.90265], [0.22710, -3.92808, 1.49494], [-4.12173, 1.33939, -2.77946], [-4.30354, 0.15091, -3.85072], [-3.65885, 0.92080, -3.58653], [1.17481, 0.71150, 1.78994], [1.25167, 0.94868, 0.78868], [-0.24147, -3.82727, -1.12372], [-0.92020, -4.38266, 0.04772], [-1.05639, -3.84238, -0.66562], [4.78361, -1.89475, -0.54271], [5.66647, -2.62510, -0.93804], [4.63685, -2.82434, -0.79050], [-1.47915, -0.14866, 1.65823], [-0.83562, -1.57287, 1.77766], [-0.79192, -0.66968, 1.31452], [2.65469, -0.32509, -4.72101], [2.32398, -0.67107, -6.12716], [2.81288, 0.01704, -5.56022], [-6.09007, -0.04401, 1.78239], [-5.11698, 0.96129, 1.05117], [-6.08580, 0.66755, 1.25944], [0.74689, 2.78018, -5.73712], [1.90927, 1.83208, -5.65330], [1.58616, 2.72000, -5.37445], [-0.17038, -0.48857, -3.74334], [-1.38372, 0.23827, -4.27851], [-0.51479, -0.14603, -4.52144], [1.72231, -4.17487, 0.06801], [2.30382, -3.90995, -1.17434], [2.62773, -4.21083, -0.33365], [4.63501, -3.87777, 2.10926], [4.22096, -2.69859, 1.31565], [4.16317, -2.95755, 2.19901], [-3.45702, 2.11724, 3.71261], [-1.80600, 2.25747, 4.03918], [-2.54047, 1.69887, 4.10276], [-2.22854, 2.82577, -4.94132], [-1.95022, 3.55219, -4.30057], [-0.11190, 4.10416, -3.45183], [0.57456, 3.63696, -2.15393], [0.23152, 4.39329, -2.51707], [0.80856, -3.93169, 0.81917], [1.73091, -0.42882, 6.53470], [0.43614, 1.60180, 0.62938], [1.40640, -0.40994, -0.39202], [0.22602, 1.17062, 5.29883], [-2.63503, 4.25964, -4.40972], [0.79965, 5.91216, -0.40333], [1.10616, 5.79011, 0.56836], [1.55339, 5.42380, -0.87611], [1.84660, -3.40153, -2.76831], [2.85681, -3.19133, -2.73918], [1.54904, -2.48013, -3.06844], [-0.90320, -5.68437, 2.39332], [-1.31157, -5.75893, 1.54168], [0.04352, -5.73432, 2.33526], [-2.30249, 3.57133, -1.55602], [-2.44916, 3.50645, -2.43130], [-1.42000, 3.80281, -1.31998], [3.31776, 4.58198, -3.50564], [3.54492, 3.80533, -3.02071], [2.42867, 4.36898, -3.69973], [-3.17775, 0.17150, 2.13276], [-2.97603, -0.59482, 2.59554], [-2.82865, 0.81961, 2.69099], [0.32552, 3.38136, 0.33843], [-0.62734, 3.07513, 0.24262], [0.04596, 3.58038, 1.24153]],
  "forces_ev_per_angstrom": [[-1.43, 0.12, -2.01], [-1.17, 0.30, 0.25], [2.59, -0.40, 1.84], [0.13, 0.05, 1.15], [2.16, -0.18, 1.68], [-2.18, 0.03, -4.17], [-1.68, 0.71, -0.17], [1.74, 0.30, 1.16], [0.10, -0.85, -0.81], [-0.08, -0.82, 1.43], [-0.20, -0.96, 0.04], [0.04, 1.67, -1.66], [-1.77, 0.75, 0.36], [0.70, -0.03, -0.91], [1.29, -0.90, 0.71], [-0.70, -0.86, 2.19], [2.67, 0.49, 0.80], [0.66, 0.27, 0.41], [-2.45, -2.13, -4.80], [1.47, -3.72, -0.31], [1.97, 1.02, -1.03], [-3.30, 3.24, 1.15], [0.43, 2.47, -0.91], [5.05, -6.11, -3.78], [-5.09, 4.21, 4.64], [0.98, 0.81, 0.64], [0.69, -0.07, -0.76], [-1.96, -1.35, 0.30], [-2.71, 0.69, -0.16], [0.29, 0.74, -0.67], [2.56, 0.05, -0.06], [2.22, -0.09, -0.21], [-2.29, 1.71, -2.21], [-0.13, -1.37, -1.90], [-0.50, 0.91, -1.74], [0.53, 0.31, 3.79], [-1.78, 1.46, -2.52], [0.71, -0.63, 0.01], [0.99, -1.31, 2.21], [1.62, -2.90, 0.37], [0.05, -0.32, 0.35], [-1.85, 3.08, -0.81], [-2.78, -2.11, 0.10], [-0.82, -0.95, 0.46], [4.40, 1.54, -0.09], [1.32, 0.25, -0.53], [1.12, -3.02, -0.40], [-2.41, 2.84, 0.95], [1.22, 0.18, 0.24], [0.71, -1.70, 0.88], [-1.92, 1.71, -1.35], [0.50, -1.20, -0.44], [-2.04, 1.66, 4.18], [1.03, -1.15, -1.86], [1.72, 2.14, 1.01], [-2.68, -1.01, 0.82], [0.18, 0.98, -2.62], [-1.50, 1.72, 3.55], [1.26, 0.23, -1.21], [0.32, -1.77, 2.75], [-2.27, 1.85, -2.61], [-2.10, 1.05, 0.47], [-1.89, -2.30, 0.13], [4.95, 1.88, 0.54], [-2.00, 1.21, 0.82], [-0.53, 2.19, -1.06], [2.09, -3.87, 0.16], [-0.33, -0.64, 2.67], [1.09, 1.71, 0.97], [-0.80, -0.99, -3.67], [0.72, -4.37, 3.06], [-3.09, -2.28, 1.33], [1.92, 5.85, -4.15], [-2.56, 0.21, -1.05], [-0.12, 0.62, 0.45], [2.62, -0.83, 0.78], [0.67, -0.84, 2.65], [0.73, -0.57, 0.06], [-1.34, 1.64, -2.95], [2.44, -0.70, -0.59], [0.25, 0.47, -1.69], [-2.02, -0.46, 1.90], [-1.54, 2.52, 0.59], [-0.09, 0.73, -2.65], [1.36, -3.22, 2.05], [4.01, -0.79, 1.62], [1.14, 2.02, -0.59], [-5.26, -0.72, -0.61], [0.39, 1.32, 1.31], [-1.34, -0.49, -1.59], [0.87, 0.69, 2.56], [1.43, -3.10, 1.46], [-2.08, 2.07, -4.30], [2.36, 1.02, -2.55], [-1.47, -0.58, -2.18], [2.89, -2.00, 0.27], [2.13, 0.97, 2.86], [-0.46, -1.05, 1.76], [0.89, -0.84, -0.02], [2.86, -0.80, 1.86], [-0.94, 0.44, -2.43], [-1.85, 1.10, 0.62], [1.02, 2.85, -0.72], [-1.57, -0.85, -0.40], [0.11, -1.85, 1.10], [-1.77, -1.47, 1.95], [0.26, -0.29, -0.65], [0.20, 0.14, -0.44], [-1.97, 1.31, 5.14], [0.02, -0.13, -4.62], [0.95, 0.66, -0.64], [1.15, 0.79, 0.28], [0.77, -0.82, 0.54], [-1.84, 0.04, -0.80], [-1.32, -0.70, -2.61], [-0.06, -2.59, 1.63], [1.03, 2.17, 1.59], [-3.05, -0.88, 0.81], [1.00, -0.04, -1.52], [1.31, 0.77, 0.79]],
  "e_above_lowest_kj_mol": 1530.3
}

{
  "formula": "H80O40",
  "method": "wB97M-V/def2-TZVPD",
  "species": ["H", "H", "O", "H", "H", "O", "H", "H", "O", "H", "H", "O", "H", "H", "O", "H", "O", "H", "O", "H", "H", "O", "H", "H", "O", "H", "H", "O", "H", "H", "O", "H", "O", "H", "H", "O", "H", "H", "O", "H", "H", "O", "H", "H", "O", "H", "H", "O", "H", "H", "O", "H", "O", "H", "H", "O", "H", "O", "H", "H", "O", "H", "H", "O", "H", "H", "O", "H", "H", "O", "H", "H", "O", "H", "H", "O", "H", "H", "O", "H", "H", "O", "H", "H", "O", "H", "H", "O", "H", "O", "H", "H", "O", "H", "H", "H", "H", "H", "H", "O", "H", "H", "O", "H", "H", "O", "H", "H", "O", "H", "H", "O", "H", "H", "O", "H", "H", "O", "H", "H"],
  "positions_angstrom": [[4.32072, 0.63618, 3.63997], [4.74543, 1.87407, 4.54926], [4.01017, 1.30615, 4.19412], [1.35582, 5.67440, -3.17679], [1.03647, 5.10776, -4.55198], [1.40536, 4.87727, -3.67600], [-4.58538, 1.10819, -2.23007], [-5.62610, 1.84437, -3.17313], [-4.90405, 1.95502, -2.52518], [3.76425, -2.16880, 3.93053], [3.23157, -1.29258, 4.92490], [3.62528, -2.17753, 4.90793], [0.89865, -1.93765, -1.04402], [1.05912, -2.03695, -2.46235], [0.49780, -2.45532, -1.76247], [-3.85378, 0.58624, -0.55377], [-3.36632, 0.38003, -1.33719], [-1.70784, 0.35606, 3.79783], [-1.42723, 1.14405, 3.35847], [2.91592, 2.11120, 0.43881], [3.77538, 1.56058, -0.87095], [3.03816, 1.47917, -0.24081], [-5.50856, 1.52924, 3.94336], [-4.39774, 1.63526, 2.78272], [-5.23439, 1.97448, 3.13476], [2.01772, 1.85398, 4.40197], [1.55897, 3.19978, 4.93504], [1.26132, 2.46443, 4.41915], [-0.48033, -1.84525, 3.10785], [-2.04480, -1.56015, 3.57568], [-1.13156, -1.20845, 3.41976], [4.00303, -0.47741, 1.31002], [3.40657, -1.09427, 0.93939], [1.75705, 1.23062, 2.09781], [0.80003, 0.91021, 0.98920], [1.09470, 0.58292, 1.95201], [-1.44832, 4.55785, -3.08239], [-1.79388, 6.05863, -2.58714], [-1.45956, 5.19607, -2.29631], [2.06647, -5.06071, -0.62485], [0.81996, -5.73972, -0.18706], [1.13320, -5.01303, -0.76108], [-2.11222, 1.54128, 0.09131], [-1.66612, 1.67918, 1.73298], [-2.28821, 1.80889, 0.98658], [6.37258, 1.65615, -2.22385], [5.39860, 1.58212, -3.25529], [5.43408, 1.65660, -2.32402], [-3.30749, 0.24834, 1.72684], [-3.26950, -1.13767, 1.59205], [-3.96063, -0.56421, 1.85040], [-0.76399, -0.01334, 0.90631], [-0.96955, -0.81227, 0.39835], [1.87064, 4.19755, -1.50447], [1.29214, 3.81464, -0.05355], [2.06235, 3.97341, -0.60331], [1.09076, 1.62248, -0.68576], [0.34713, 1.16365, -0.36003], [-2.39772, -6.18351, 0.08416], [-1.34316, -6.21008, -0.85528], [-2.31994, -5.94426, -0.89957], [-3.01855, 4.44825, -0.19935], [-3.13694, 4.11523, 1.35117], [-3.25392, 4.83782, 0.68375], [2.50231, -4.90332, 1.96513], [1.60680, -3.80983, 1.91339], [1.54901, -4.70223, 1.88034], [0.83387, 3.08781, 2.89029], [0.14613, 2.37563, 1.78171], [0.70468, 3.23985, 1.94387], [0.32269, -3.96346, 3.81459], [1.37649, -3.15202, 4.03779], [0.50769, -3.02790, 3.65137], [-0.75806, -1.70753, -4.56066], [0.55044, -2.37229, -4.28543], [0.09948, -1.66090, -4.82949], [-0.46044, -4.25211, 0.90959], [0.16395, -2.88911, 0.31243], [-0.22701, -3.31665, 1.03340], [-2.37089, -5.45168, -3.64453], [-2.31118, -4.04237, -3.36026], [-2.00175, -4.92963, -2.93974], [4.81867, -3.48207, -0.53332], [4.41556, -2.32848, 0.10833], [5.17479, -2.92121, 0.15836], [0.40209, 4.90975, 3.27763], [1.45309, 5.90162, 2.81713], [1.26703, 5.28246, 3.53200], [2.42213, -1.08261, -5.42267], [3.15136, -1.55520, -4.96247], [-3.93672, -0.50988, 3.61683], [-3.53437, -1.16043, 5.14216], [-3.52712, -1.25152, 4.20847], [-1.23701, -1.55582, 1.04961], [-2.55130, -0.19559, -1.33625], [0.11784, 0.26738, -0.50579], [-0.45937, 1.04982, 3.16449], [2.52543, -0.81991, 1.20992], [2.92220, -0.98846, -4.19011], [-1.93934, -1.56166, -2.29553], [-2.25629, -0.94279, -2.88076], [-1.21261, -2.06199, -1.87362], [-3.85631, 4.74249, -2.14563], [-4.42259, 4.07208, -1.73715], [-3.68920, 5.40029, -1.49975], [3.63849, 2.69522, -3.69744], [3.08337, 2.62094, -4.50683], [2.96128, 3.20401, -3.21394], [-2.46177, 3.39425, -4.07630], [-2.84402, 3.16361, -3.22611], [-3.19574, 3.00873, -4.58318], [1.18616, -0.09129, -2.94662], [0.55543, -0.61541, -3.44561], [1.84420, 0.26480, -3.50449], [0.46835, -3.87173, -3.78018], [-0.22104, -4.40648, -3.28523], [1.12912, -4.46477, -3.73144], [-1.49316, -5.43852, 1.84421], [-1.91772, -4.43359, 1.88600], [-1.70477, -5.36694, 2.80511]],
  "forces_ev_per_angstrom": [[1.33, -1.38, -1.15], [-0.93, -1.21, -0.81], [-0.49, 2.49, 1.93], [0.19, 1.15, 0.60], [0.45, -0.24, 0.52], [-0.72, -0.80, -1.04], [0.56, -1.04, 0.07], [0.49, -0.13, 0.67], [-1.12, 2.01, -1.21], [0.33, -0.80, 0.79], [-0.14, 0.02, 0.96], [-0.30, 0.76, -1.90], [-0.39, -0.08, 0.25], [-0.75, -0.85, 0.45], [1.40, 1.31, 0.43], [0.27, -0.65, 1.35], [0.90, 0.36, -1.55], [0.36, -0.95, 0.20], [0.95, 3.07, -0.93], [0.85, 1.62, 0.27], [-0.02, 0.79, 0.66], [-0.35, -2.29, -1.13], [0.47, -0.17, -0.21], [-0.43, -0.08, 0.64], [-0.04, 0.44, -0.42], [-0.05, 0.20, 0.04], [0.26, 0.87, 0.48], [-0.05, -1.07, -0.20], [-0.25, -0.37, 0.42], [0.95, -0.15, 0.06], [-0.81, -0.41, -0.65], [0.89, 1.15, 0.29], [-1.02, -1.50, -0.18], [1.19, 0.95, 0.76], [0.64, -0.93, 1.38], [-1.08, -0.74, -1.34], [-0.35, 0.46, 0.11], [-0.06, 0.21, -0.42], [-0.28, -1.09, 0.09], [1.01, 0.11, 0.12], [0.24, 0.58, -0.25], [-1.20, -1.08, -0.35], [1.00, -0.35, -0.21], [-0.19, -0.47, -0.27], [-1.64, 0.98, 0.63], [1.15, -0.05, 0.89], [-0.92, 0.02, -1.59], [0.06, -0.19, 1.33], [-2.05, -1.16, 0.22], [0.80, -2.17, -0.39], [1.27, 3.93, -0.63], [-0.58, -0.85, 0.71], [-0.86, -1.28, 0.99], [-0.72, 0.02, -0.36], [-0.48, 0.25, -0.03], [0.87, 0.19, 0.56], [2.07, -0.32, -1.47], [-2.56, 2.19, 1.62], [-0.91, 0.58, -1.60], [-1.66, 0.76, -1.24], [2.33, -1.88, 3.87], [0.19, -0.11, 2.10], [-0.04, 0.57, -0.99], [0.25, -0.82, -0.94], [-0.52, -0.63, 0.04], [-0.70, 4.58, 0.01], [2.29, -4.92, 0.49], [0.71, 0.19, 0.73], [1.49, 2.87, 0.03], [-2.27, -2.59, -1.50], [-1.13, -0.13, -0.74], [1.01, 1.29, 0.31], [1.09, -1.64, 1.22], [-3.94, -0.40, 0.98], [-0.82, 0.06, -1.21], [4.20, 0.64, -0.57], [0.85, 0.60, -0.58], [0.60, -0.10, -1.95], [-2.14, 0.29, 2.02], [-0.10, -1.32, -0.30], [0.93, -1.55, 1.62], [-0.65, 3.49, -2.37], [0.83, -0.97, -0.37], [0.09, 0.95, 0.94], [-0.68, -0.28, -0.63], [0.54, 0.30, 0.11], [0.12, -0.06, 0.11], [-0.59, 0.19, 0.05], [0.41, -1.19, -1.22], [-1.71, 2.07, 0.69], [0.72, -1.98, 1.69], [-0.36, 0.71, 1.15], [-0.97, 0.74, -2.11], [1.11, 1.64, -1.21], [-1.21, -0.10, 1.07], [0.61, -1.59, -1.64], [-1.04, -0.58, 0.81], [-0.27, 0.43, 0.07], [1.39, -1.18, 0.48], [-1.09, -2.57, 2.65], [0.29, 1.64, -2.22], [0.95, 1.00, -1.21], [0.41, -0.09, -1.67], [-0.23, -0.98, 0.25], [-0.26, 1.54, 1.50], [-2.27, 0.39, -1.20], [1.00, -0.23, 0.15], [0.81, -0.08, 0.50], [-0.45, -0.40, 0.08], [0.15, -0.30, 0.65], [0.55, 0.34, -0.71], [-0.40, 0.02, 2.22], [-0.19, 0.16, -1.20], [0.74, 0.78, -1.05], [-4.04, 0.63, 0.32], [0.10, 1.16, -0.50], [4.27, -2.89, -0.06], [-2.72, 4.51, 2.13], [1.37, -3.05, -1.75], [0.81, -1.86, -0.09]],
  "e_above_lowest_kj_mol": 1023.3,
  "multiplicity": 2,
  "charge": 1
}

{
  "formula": "H8N2Si2",
  "method": "wB97M-V/def2-TZVPD",
  "species": ["N", "N", "Si", "Si", "H", "H", "H", "H", "H", "H", "H", "H"],
  "positions_angstrom": [[1.75794, -0.07608, 1.09262], [1.61558, 0.85316, 0.17982], [-1.52100, -0.18178, -0.03945], [0.34292, 0.54579, -0.99228], [0.93008, -0.61656, 1.41608], [2.29495, 0.12996, 1.96823], [1.10767, 2.42167, 1.16325], [-2.71998, 0.28148, -0.73426], [-1.43509, -1.73369, -0.06505], [-1.64298, 0.12218, 1.38084], [0.48337, 1.86760, -1.61778], [0.74048, -0.39866, -2.10903]],
  "forces_ev_per_angstrom": [[-0.09, -1.72, 2.73], [0.22, 1.25, 0.89], [-1.12, -1.94, 0.47], [1.83, 1.24, -1.52], [0.43, 0.39, -0.51], [-0.14, 0.15, -1.58], [0.04, -0.96, -0.95], [-0.27, 0.02, -0.18], [-0.17, 1.05, -0.11], [0.06, 0.31, 0.41], [-0.75, 0.17, -0.26], [-0.04, 0.04, 0.62]],
  "e_above_lowest_kj_mol": 652.5
}